Entry 1:
A single C7H11NOS molecule at a distorted geometry, computed with wB97M-V/def2-TZVPD.

Its spin multiplicity is 1. For the molecular weight, the calculation gives 157.24 g mol⁻¹. For the strongest force on any atom, the calculation gives 0.092 hartree/bohr. The value obtained for the HOMO energy (alpha / beta) is -6.63 / -7.72 eV. The value obtained for the energy above the lowest of the compared OMol25 structures with the same formula, charge and spin is 285.73 kJ/mol.

Each line ends with the Mulliken charge.
Geometry (Å):
C (0.9183, -1.3664, 1.4076)  0.6988
C (0.1389, 0.7387, 1.8367)  0.4969
C (0.1664, -0.2919, -0.6810)  -0.0230
C (0.1696, 1.9465, 2.7520)  -1.0165
C (1.6371, -0.2056, -1.1020)  -1.0038
C (-1.8883, -0.3016, -2.1148)  -1.4307
C (-0.8603, -1.1582, -1.4569)  -0.2867
N (0.7706, -0.4466, 2.1551)  -0.4624
O (0.9662, -2.4650, 1.0127)  -0.4394
S (-0.4018, 1.0573, 0.2483)  -0.1599
H (-0.6922, 2.4884, 2.4206)  0.3437
H (1.0982, 2.6170, 2.5627)  0.2196
H (0.0223, 1.6855, 3.7912)  0.3369
H (1.8986, 0.6488, -1.7949)  0.2433
H (1.8798, -1.1654, -1.5580)  0.3312
H (2.1809, -0.0703, -0.1846)  0.3577
H (-2.4841, 0.2655, -1.4159)  0.3641
H (-2.5528, -0.8707, -2.7512)  0.3682
H (-1.3285, 0.4093, -2.6249)  0.4042
H (-0.2462, -1.8862, -1.9081)  0.4214
H (-1.3926, -1.6291, -0.5944)  0.2363


Entry 2:
A gas-phase ion, C7H11NP (charge +1) at a distorted geometry, computed with wB97M-V/def2-TZVPD.

Its spin multiplicity is 1. For the molecular weight, the calculation gives 140.15 g mol⁻¹. The SMILES is [NH3+][C@H](P)c1ccccc1. Its total charge is +1. For the strongest force on any atom, the calculation gives 0.057 hartree/bohr. The value obtained for the HOMO energy is -12.78 eV. The value obtained for the energy above the lowest of the compared OMol25 structures with the same formula, charge and spin is 73.41 kJ/mol.

Each line ends with the Mulliken charge.
Geometry (Å):
C (-2.2622, 0.7032, 1.4116)  -0.7116
C (-1.4399, 1.7301, 1.0025)  -0.3814
C (-1.9257, -0.5876, 0.9969)  -0.5309
C (-0.3715, 1.5526, 0.1486)  -0.7353
C (-0.7546, -0.8039, 0.2084)  -0.4582
C (-0.0057, 0.2746, -0.1998)  1.3790
C (1.3481, 0.0349, -0.8877)  -0.6343
N (1.1399, -0.8382, -2.1000)  -0.3462
P (2.5647, -1.1277, 0.6303)  0.0308
H (-2.9956, 0.8850, 2.1165)  0.4839
H (-1.6348, 2.8316, 1.1467)  0.2858
H (-2.4121, -1.4951, 1.3509)  0.3707
H (0.0295, 2.3969, -0.3072)  0.3938
H (-0.5225, -1.8714, -0.1484)  0.0356
H (1.7410, 1.0998, -1.2018)  0.3957
H (2.0502, -1.2634, -2.5669)  0.4209
H (0.7439, -1.7423, -1.7243)  0.3383
H (0.3654, -0.5133, -2.8079)  0.4036
H (1.3421, -1.2426, 1.4806)  0.1308
H (2.9998, -0.0231, 1.4509)  0.1288


Entry 3:
A molecular structure, C7H11NS2 at a distorted geometry, computed with wB97M-V/def2-TZVPD.

Its spin multiplicity is 3. For the molecular weight, the calculation gives 173.31 g mol⁻¹. The expectation value of S² is 2.0263. For the strongest force on any atom, the calculation gives 0.061 hartree/bohr. The value obtained for the HOMO energy (alpha / beta) is -6.29 / -9.50 eV. The value obtained for the energy above the lowest of the compared OMol25 structures with the same formula, charge and spin is 0.00 kJ/mol.

Each line ends with the Mulliken spin population.
Geometry (Å):
C (-2.1443, 0.0460, 1.0318)  -0.0100
C (-1.3357, -1.0831, 1.1200)  0.4632
C (0.3434, 0.6172, 0.0443)  0.7049
C (-1.7828, -2.2698, 1.9621)  -0.0207
C (2.6393, 1.1985, -0.6057)  0.0450
C (1.1549, 0.3258, -2.2555)  0.0405
C (1.2317, 1.1527, -1.0137)  -0.0644
N (-3.4047, 0.1092, 1.2713)  0.4188
S (0.1894, -1.0479, 0.3211)  0.2164
S (-1.1656, 1.4309, 0.3318)  0.1399
H (-1.4115, -2.2214, 2.9943)  0.0448
H (-2.9130, -2.3233, 2.1664)  0.0082
H (-1.2457, -3.1284, 1.5666)  0.0150
H (2.9249, 0.2117, -0.3081)  -0.0009
H (3.4070, 1.4088, -1.3779)  0.0033
H (2.8759, 1.8575, 0.2533)  -0.0134
H (1.6728, 0.9201, -2.9772)  0.0082
H (0.0507, 0.2416, -2.5454)  0.0023
H (1.6914, -0.6812, -1.9659)  -0.0069
H (0.8979, 2.1668, -0.9790)  0.0108
H (-3.6760, 1.0681, 0.9653)  -0.0049


Entry 4:
A single C7H12 molecule at a distorted geometry, computed with wB97M-V/def2-TZVPD.

Its spin multiplicity is 1. For the molecular weight, the calculation gives 96.17 g mol⁻¹. The SMILES is C[C@H]1[C@H]2CCC[C@@H]12. For the strongest force on any atom, the calculation gives 0.091 hartree/bohr. The value obtained for the HOMO energy is -9.83 eV. The value obtained for the energy above the lowest of the compared OMol25 structures with the same formula, charge and spin is 94.88 kJ/mol.

Each line ends with the Mulliken charge.
Geometry (Å):
C (1.7243, 0.6534, -0.7352)  -1.4925
C (0.3182, 1.1192, -0.9214)  0.0753
C (-0.9262, 0.2558, -1.0536)  -0.3963
C (-0.9290, -1.1915, -0.6167)  -0.7225
C (-0.3741, -1.2720, 0.8179)  -0.7811
C (-0.5630, 0.1062, 1.4587)  -0.7053
C (-0.7060, 1.0920, 0.1265)  -0.1245
H (2.1561, 0.3144, -1.6754)  0.3323
H (2.3787, 1.4447, -0.3676)  0.3589
H (1.8113, -0.1704, -0.0370)  0.3004
H (0.2714, 1.9912, -1.5642)  0.3977
H (-1.6284, 0.5296, -1.8296)  0.3745
H (-1.9643, -1.5465, -0.6374)  0.3873
H (-0.3682, -1.8312, -1.3033)  0.3140
H (-0.8765, -2.0591, 1.3868)  0.4090
H (0.6844, -1.5406, 0.8028)  0.2346
H (0.2650, 0.3848, 2.1272)  0.2866
H (-1.4884, 0.1435, 2.0563)  0.3759
H (-1.2648, 1.8887, 0.5745)  0.3757


Entry 5:
3 unconnected molecules or ions with the total composition C7H12, computed with wB97M-V/def2-TZVPD.

Its spin multiplicity is 1. For the molecular weight, the calculation gives 96.17 g mol⁻¹. For the strongest force on any atom, the calculation gives 0.010 hartree/bohr. The value obtained for the HOMO energy is -7.99 eV. The value obtained for the energy above the lowest of the compared OMol25 structures with the same formula, charge and spin is 583.49 kJ/mol.

Each line ends with the Mulliken charge.
Geometry (Å):
C (-2.0982, -0.3954, 0.9293)  -1.3813
C (-1.3064, -0.6351, -0.3338)  -0.0322
C (-0.2744, 0.3940, -1.1515)  -0.2733
C (0.8514, 1.1752, -0.8303)  -0.7458
C (1.3854, 0.9021, 0.5582)  -0.2362
C (0.9467, -0.5659, 0.7748)  -1.0631
C (0.0997, -0.8963, -0.4788)  0.3756
H (-2.9782, 0.2174, 0.7095)  0.3783
H (-2.4527, -1.3565, 1.3218)  0.3294
H (-1.5224, 0.1029, 1.7119)  0.3105
H (-1.9459, -0.9394, -1.1627)  0.4070
H (-0.5880, 0.3853, -2.1900)  0.2558
H (1.8148, -0.1488, -1.5294)  0.1474
H (1.1224, 2.0699, -1.3849)  0.3410
H (2.4721, 1.0109, 0.6058)  0.2979
H (0.9625, 1.6041, 1.2927)  0.2651
H (0.3898, -0.6981, 1.7069)  0.3428
H (1.8039, -1.2412, 0.8232)  0.3628
H (1.3174, -0.9849, -1.3726)  -0.0818


Entry 6:
2 unconnected molecules or ions with the total composition C7H12 at a distorted geometry, computed with wB97M-V/def2-TZVPD.

Its spin multiplicity is 1. For the molecular weight, the calculation gives 96.17 g mol⁻¹. For the strongest force on any atom, the calculation gives 0.041 hartree/bohr. The value obtained for the HOMO energy is -6.90 eV. The value obtained for the energy above the lowest of the compared OMol25 structures with the same formula, charge and spin is 775.60 kJ/mol.

Each line ends with the Mulliken charge.
Geometry (Å):
C (2.9040, -0.1896, 0.0874)  -0.7115
C (1.9836, 0.1607, -1.0073)  -0.1396
C (0.8567, -0.5953, -1.1656)  -0.2855
C (0.1039, -0.9747, -0.0129)  0.1298
C (-1.1565, -1.2939, 0.0725)  -0.7861
C (-2.3478, -0.4896, 0.2815)  -0.2109
C (-2.2664, 0.8746, -0.5049)  -0.9193
H (2.4718, -0.8060, 0.9102)  0.2271
H (3.7311, -0.7499, -0.3609)  0.3071
H (3.4017, 0.6227, 0.6217)  0.2659
H (0.9816, 1.4943, 1.8189)  0.2820
H (0.7439, 1.4278, 1.1131)  -0.2809
H (0.2651, -0.6470, -2.0735)  0.3796
H (0.6910, -1.0061, 0.9068)  0.2277
H (-3.2413, -1.0760, 0.0378)  0.3473
H (-2.4606, -0.2439, 1.3233)  0.3053
H (-2.2338, 1.6890, 0.2060)  0.2853
H (-3.0861, 0.9759, -1.1906)  0.2967
H (-1.3417, 0.8269, -1.0635)  0.2802